Entry 1:
This record from OMol25 describes a cluster of 2 separate species, C7H12N3 in total. The level of theory is ωB97M-V/def2-TZVPD.

Computed properties:
Net charge: +1

Each line ends with the natural charge from an NBO analysis.
Atoms and positions in Å:
C (-3.603, -1.018, 0.716)  -0.2641
C (-3.493, 0.052, -0.091)  0.2299
C (-2.278, -0.592, 0.471)  0.3113
C (2.390, -1.757, -0.799)  -0.2038
C (2.684, -0.795, 0.058)  -0.3246
C (2.178, 0.522, 0.124)  0.4505
C (1.007, 0.948, -0.514)  -0.7744
N (-1.038, -0.578, 0.613)  -0.7893
N (-4.025, 1.066, -0.742)  -0.7544
N (2.785, 1.269, 1.035)  -0.6831
H (-4.136, -1.620, 1.302)  0.2279
H (1.586, -1.677, -1.562)  0.2286
H (2.957, -2.708, -0.654)  0.2398
H (3.497, -0.879, 0.865)  0.2184
H (0.954, 0.745, -1.570)  0.2716
H (1.136, 2.093, -0.349)  0.2173
H (0.019, 0.419, -0.088)  0.3739
H (-4.984, 0.824, -0.893)  0.4153
H (-3.402, 1.512, -1.352)  0.4132
H (3.776, 1.109, 1.103)  0.4093
H (-0.694, -1.239, 1.260)  0.3677
H (2.685, 2.306, 1.068)  0.4191



Entry 2:
This record from OMol25 describes a structure of composition C7H12N3. The level of theory is ωB97M-V/def2-TZVPD.

Computed properties:
Net charge: +1

Each line ends with the natural charge from an NBO analysis.
Atoms and positions in Å:
C (-1.901, 1.235, 1.654)  -0.0591
C (-1.245, 2.159, 0.907)  -0.0396
C (-0.379, 0.207, 0.300)  0.3846
C (1.712, -1.177, -0.859)  -0.4299
C (0.471, -1.760, -1.593)  -0.4107
C (0.497, -1.444, -0.113)  0.2210
C (0.608, 2.226, -0.791)  -0.4009
N (-1.245, 0.065, 1.306)  -0.5201
N (-0.249, 1.559, 0.111)  -0.3285
N (0.280, -2.412, 0.747)  -0.7796
H (-2.789, 1.234, 2.240)  0.2615
H (-1.512, 3.163, 0.872)  0.2429
H (2.328, -2.070, -0.897)  0.2593
H (2.053, -0.175, -0.937)  0.2283
H (-0.224, -1.219, -2.143)  0.2257
H (0.559, -2.786, -1.842)  0.2379
H (0.868, 3.138, -0.415)  0.2309
H (1.523, 1.636, -0.987)  0.2265
H (0.042, 2.461, -1.715)  0.2274
H (-1.238, -0.947, 1.729)  0.4445
H (0.553, -2.350, 1.747)  0.3956
H (-0.714, -2.742, 0.681)  0.3823



Entry 3:
This record from OMol25 describes a structure of composition C7H12N3OS. The level of theory is ωB97M-V/def2-TZVPD.

Computed properties:
Net charge: +1

Each line ends with the natural charge from an NBO analysis.
Atoms and positions in Å:
C (-2.777, -0.619, 0.095)  -0.0325
C (-1.637, -1.410, 0.050)  0.1674
C (3.288, 0.183, 0.183)  0.5845
C (-1.444, -2.867, 0.268)  -0.6540
C (4.421, 1.138, 0.248)  -0.7187
C (-3.242, 1.794, -0.248)  -0.4206
C (1.936, 0.647, -0.072)  -0.5782
N (-1.106, 0.646, -0.472)  -0.0544
N (-2.407, 0.577, -0.251)  -0.0847
N (-0.649, -0.595, -0.253)  -0.2293
O (3.409, -1.041, 0.139)  -0.4979
S (1.156, -1.063, -0.093)  0.4719
H (-3.885, -0.635, 0.178)  0.2591
H (-0.629, -3.129, -0.391)  0.2478
H (-1.345, -3.040, 1.347)  0.2582
H (-2.275, -3.459, 0.109)  0.2548
H (5.388, 0.733, 0.486)  0.2726
H (4.683, 1.349, -0.768)  0.2694
H (4.118, 2.006, 0.723)  0.2395
H (-4.172, 1.791, -0.779)  0.2446
H (-3.430, 2.152, 0.655)  0.2274
H (-2.631, 2.590, -0.653)  0.2488
H (1.836, 1.170, -1.130)  0.2804
H (1.392, 1.083, 0.629)  0.2439



Entry 4:
This record from OMol25 describes an isolated molecule of C7H12N4O. The level of theory is ωB97M-V/def2-TZVPD.

Each line ends with the natural charge from an NBO analysis.
Atoms and positions in Å:
C (2.782, -1.738, 0.117)  0.2548
C (4.014, 0.164, 0.166)  0.7272
C (-1.761, -0.061, 0.578)  -0.4132
C (-0.612, 0.729, 1.210)  -0.4159
C (-1.244, -1.067, -0.433)  -0.4283
C (0.354, 1.329, 0.146)  -0.2540
C (-0.467, -0.282, -1.401)  -0.2209
N (3.839, -1.185, 0.434)  -0.4773
N (3.024, 0.652, -0.631)  -0.5029
N (1.915, -0.180, -1.088)  -0.1321
N (0.684, 0.425, -0.905)  -0.2895
O (4.992, 0.843, 0.404)  -0.5785
H (2.299, -2.617, 0.450)  0.1979
H (-2.392, -0.472, 1.440)  0.2182
H (-2.538, 0.652, 0.058)  0.2017
H (-1.057, 1.596, 1.860)  0.2165
H (0.024, 0.206, 1.896)  0.2064
H (-0.468, -1.781, 0.112)  0.1959
H (-2.100, -1.671, -0.927)  0.2316
H (0.091, 2.313, -0.283)  0.2029
H (1.257, 1.527, 0.808)  0.2240
H (-0.149, -0.847, -2.309)  0.2323
H (-1.206, 0.568, -1.842)  0.1839
H (3.258, 1.499, -1.135)  0.4193



Entry 5:
This record from OMol25 describes a structure of composition C7H12N4O2S. The level of theory is ωB97M-V/def2-TZVPD.

Each line ends with the natural charge from an NBO analysis.
Atoms and positions in Å:
C (2.303, -0.901, 1.153)  -0.1595
C (1.824, 0.462, 1.230)  -0.0814
C (-2.656, -1.311, 0.568)  -0.4310
C (-1.709, -0.263, 1.077)  -0.5270
C (-1.400, -0.036, -1.247)  -0.6827
C (-1.289, -1.044, -0.063)  0.1227
C (1.935, 2.410, -0.328)  -0.4328
N (2.962, -0.964, -0.037)  -0.2420
N (2.985, 0.254, -0.522)  -0.0870
N (2.246, 1.074, 0.144)  -0.1465
N (-0.330, -2.180, -0.127)  -0.8269
O (-3.352, 1.500, -0.282)  -0.9121
O (-1.079, 2.135, 0.236)  -0.9669
S (-2.040, 1.142, 0.030)  2.2420
H (2.122, -1.671, 1.855)  0.2263
H (-2.749, -2.221, 1.108)  0.2389
H (-3.531, -1.078, 0.001)  0.2264
H (-1.651, -0.217, 2.162)  0.2742
H (1.042, 0.888, 1.765)  0.2190
H (-0.378, 0.083, -1.622)  0.2405
H (-2.044, -0.321, -2.050)  0.2345
H (0.933, 2.740, 0.008)  0.2650
H (2.687, 3.237, 0.188)  0.2113
H (2.028, 2.451, -1.434)  0.2396
H (-0.376, -2.384, -1.123)  0.3670
H (0.643, -1.826, 0.202)  0.3883



Entry 6:
This record from OMol25 describes a cluster of 2 separate species, C7H12N4OS in total. The level of theory is ωB97M-V/def2-TZVPD.

Each line ends with the natural charge from an NBO analysis.
Atoms and positions in Å:
C (-1.917, 1.295, -3.458)  0.1766
C (-1.925, 1.507, -1.380)  0.3200
C (0.173, 2.262, 0.132)  0.5719
C (1.082, -2.373, 1.262)  -0.6004
C (0.929, -0.868, 1.438)  -0.3851
C (-0.198, -0.322, 0.541)  -0.4826
C (-0.440, 1.117, 0.814)  -0.1008
N (-1.166, 1.064, -2.409)  -0.5999
N (-3.080, 1.992, -1.726)  -0.3560
N (-3.081, 1.855, -3.073)  -0.3628
N (1.028, 1.995, -0.886)  -0.8073
O (-0.004, 3.401, 0.567)  -0.6420
S (-1.360, 1.566, 2.180)  0.1325
H (-1.657, 1.073, -4.474)  0.2022
H (1.368, -2.613, 0.241)  0.2029
H (0.145, -2.878, 1.485)  0.2026
H (1.846, -2.755, 1.933)  0.2140
H (0.689, -0.643, 2.480)  0.2042
H (1.863, -0.364, 1.188)  0.2054
H (-1.110, -0.880, 0.760)  0.2281
H (0.060, -0.484, -0.505)  0.2307
H (-3.862, 2.165, -3.630)  0.4149
H (0.829, 1.191, -1.464)  0.4156
H (1.327, 2.814, -1.395)  0.4006
H (-1.064, 2.870, 1.922)  0.2145



Entry 7:
This record from OMol25 describes the ion C7H12N5 with charge +1. The level of theory is ωB97M-V/def2-TZVPD.

Computed properties:
Net charge: +1
SMILES string: N#CC[C@@]12NCN=C1C[NH2+]CN2

Each line ends with the natural charge from an NBO analysis.
Atoms and positions in Å:
N (3.123, 1.275, 1.554)  -0.2509
C (2.251, 0.541, 1.592)  0.2370
C (1.103, -0.297, 1.432)  -0.5416
C (0.633, 0.073, -0.026)  0.2295
N (1.650, -0.146, -1.000)  -0.6246
C (1.257, -1.463, -1.718)  -0.1068
N (-0.107, -1.707, -1.427)  -0.3241
C (-0.474, -0.955, -0.473)  0.2181
C (-1.886, -0.827, 0.080)  -0.2908
N (-2.212, 0.654, -0.099)  -0.5241
C (-1.147, 1.654, 0.538)  -0.0205
N (0.110, 1.385, -0.016)  -0.6484
H (1.457, -1.437, 1.376)  0.2726
H (0.230, -0.202, 2.135)  0.2463
H (2.509, -0.167, -0.539)  0.3915
H (1.852, -2.412, -1.586)  0.2283
H (1.426, -1.028, -2.691)  0.2354
H (-2.612, -1.513, -0.428)  0.2713
H (-1.827, -1.206, 1.065)  0.2456
H (-1.979, 0.821, -1.105)  0.4479
H (-3.105, 0.828, 0.228)  0.4357
H (-1.153, 1.464, 1.544)  0.1968
H (-1.457, 2.638, 0.435)  0.2414
H (0.356, 2.026, -0.870)  0.4344



Entry 8:
This record from OMol25 describes the ion C7H12N5 with charge +1. The level of theory is ωB97M-V/def2-TZVPD.

Computed properties:
Net charge: +1
Spin multiplicity: 3

Each line ends with the natural charge from an NBO analysis.
Atoms and positions in Å:
C (-0.336, 0.082, -1.552)  0.4484
C (-0.463, -1.202, -1.118)  0.2019
C (0.064, 1.352, 0.847)  0.3730
C (0.644, 2.353, -1.291)  -0.0780
C (0.941, 0.369, 0.873)  -0.2471
C (-0.995, -2.248, -2.106)  -0.6606
C (0.874, -1.858, 2.091)  -0.4345
N (0.019, 1.188, -1.776)  -0.2942
N (-0.260, -1.592, 0.144)  -0.3412
N (0.428, -0.981, 0.999)  -0.0149
N (0.423, 2.551, 0.157)  -0.5971
N (-1.197, 1.451, 1.357)  -0.8261
H (1.822, 2.413, -1.504)  0.2308
H (0.216, 3.273, -1.676)  0.2408
H (2.061, 0.333, 0.566)  0.2578
H (-1.664, -3.005, -1.525)  0.2677
H (-0.145, -2.749, -2.497)  0.2565
H (-1.780, -1.933, -2.875)  0.2595
H (0.133, -2.644, 2.111)  0.2452
H (1.960, -2.323, 2.096)  0.2493
H (0.661, -1.287, 2.994)  0.2192
H (-0.030, 3.298, 0.504)  0.3919
H (-1.512, 1.017, 2.274)  0.4321
H (-1.863, 2.142, 0.905)  0.4195



Entry 9:
This record from OMol25 describes the ion C7H12NO with charge +1. The level of theory is ωB97M-V/def2-TZVPD.

Computed properties:
Net charge: +1

Each line ends with the natural charge from an NBO analysis.
Atoms and positions in Å:
C (0.947, -0.906, -1.516)  0.4000
C (0.661, -1.929, -2.223)  -0.4920
C (1.510, 0.205, -0.863)  -0.6063
C (-2.727, 0.184, 0.136)  -0.2763
C (0.902, 0.503, 0.583)  0.1661
C (-1.290, -0.060, -0.018)  0.1849
C (1.681, 1.631, 1.234)  -0.6315
N (-2.089, -0.775, 1.063)  -0.5922
O (-0.431, 0.890, 0.463)  -0.5104
H (-0.271, -2.472, -2.200)  0.2883
H (1.377, -2.326, -2.938)  0.2836
H (2.572, 0.017, -0.667)  0.2968
H (1.387, 1.116, -1.456)  0.2730
H (-3.093, 1.092, 0.600)  0.2374
H (-3.408, -0.252, -0.581)  0.2369
H (0.984, -0.424, 1.171)  0.1827
H (1.226, 1.884, 2.193)  0.2410
H (1.658, 2.521, 0.604)  0.2290
H (2.713, 1.333, 1.407)  0.2301
H (-1.998, -0.471, 2.033)  0.4282
H (-2.312, -1.762, 0.974)  0.4307



Entry 10:
This record from OMol25 describes a cluster of 2 separate species, C7H12NO5S in total. The level of theory is ωB97M-V/def2-TZVPD.

Computed properties:
Net charge: -1

Each line ends with the natural charge from an NBO analysis.
Atoms and positions in Å:
C (-2.588, 0.142, -3.127)  -0.3669
C (-2.006, 0.397, -1.940)  -0.2724
C (-0.507, 0.631, -1.807)  0.6356
C (1.105, 1.277, 1.518)  -0.6622
C (2.355, 0.514, -0.578)  -0.6367
C (0.713, -1.364, 1.116)  -0.1881
C (1.066, 0.510, 0.237)  0.2149
N (-0.163, 0.712, -0.490)  -0.6575
O (-1.751, -0.109, 1.312)  -1.0206
O (0.168, 0.700, -2.834)  -0.6625
O (-0.754, -1.322, 3.166)  -0.9892
O (-1.454, -2.578, 1.105)  -0.9901
O (1.510, -1.580, 2.261)  -0.7554
S (-0.982, -1.329, 1.703)  2.3139
H (-3.668, -0.096, -3.102)  0.1896
H (-2.082, 0.506, -4.000)  0.2107
H (-2.575, 0.329, -1.093)  0.2032
H (0.766, 2.333, 1.559)  0.2064
H (2.073, 1.149, 1.839)  0.2096
H (0.417, 0.814, 2.281)  0.2414
H (3.150, 0.252, 0.021)  0.2079
H (2.523, 1.532, -0.999)  0.2094
H (2.328, -0.258, -1.350)  0.2296
H (0.768, -2.209, 0.432)  0.1941
H (-1.069, 0.632, -0.053)  0.4531
H (0.655, -1.584, 2.822)  0.4823



Entry 11:
This record from OMol25 describes a cluster of 2 separate species, C7H12NOS in total. The level of theory is ωB97M-V/def2-TZVPD.

Computed properties:
Net charge: +1

Each line ends with the natural charge from an NBO analysis.
Atoms and positions in Å:
C (-3.114, -1.130, -0.490)  -0.2148
C (-1.661, -1.420, -0.550)  -0.3637
C (-3.434, 0.128, -0.052)  -0.3608
C (-1.044, -0.244, -0.304)  -0.2182
C (1.692, 0.613, -1.653)  -0.6892
C (1.400, -1.180, 1.549)  -0.2467
C (1.339, 0.370, -0.201)  0.5455
N (1.305, 1.636, 0.648)  -0.7685
O (1.967, -0.691, 0.279)  -0.4957
S (-2.001, 1.119, 0.211)  0.3099
H (-3.829, -1.803, -0.907)  0.2469
H (-1.291, -2.446, -0.761)  0.2673
H (-4.204, 0.879, 0.015)  0.2575
H (2.780, 0.667, -1.722)  0.2475
H (1.224, 1.654, -2.055)  0.2305
H (1.107, -0.171, -2.114)  0.2765
H (0.389, -1.426, 1.318)  0.2254
H (1.376, -0.365, 2.218)  0.1465
H (2.112, -1.979, 1.937)  0.2432
H (1.632, 1.362, 1.597)  0.4470
H (0.348, 1.933, 0.647)  0.4590
H (1.908, 2.494, 0.391)  0.4549



Per-record max |F|, hartree/bohr: 0.086, 0.095, 0.110, 0.089, 0.082, 0.041, 0.097, 0.118, 0.046, 0.067, 0.077
Per-record energy above the lowest of the compared OMol25 structures with the same formula, charge and spin, eV: 5.1909, 3.7418, 3.7462, 5.0160, 5.6073, 1.8778, 2.0243, 4.0714, 5.1196, 0.8487, 4.8035